1.
This record from the Open Molecules 2025 dataset describes the ion C5H8NO with charge +1 at a distorted geometry. The level of theory is ωB97M-V/def2-TZVPD.

ORCA input file:
```
! wB97M-V def2-TZVPD RIJCOSX def2/J DEFGRID3
* xyz 1 1
C -0.20 -1.91 0.45
C -0.55 -0.77 -0.02
C 2.70 0.66 0.17
C 0.44 0.24 -0.39
C -1.96 -0.21 0.03
N 1.76 -0.24 -0.09
O 2.07 -1.53 -0.11
H -0.08 -2.97 0.77
H 3.64 0.40 0.55
H 2.37 1.69 0.17
H 0.33 0.53 -1.37
H 0.34 1.14 0.26
H -2.46 -0.34 0.97
H -2.73 -0.51 -0.57
H -1.88 0.81 -0.08
*
```

As for the largest force on an atom: 4.9 eV Å⁻¹. The LUMO energy (spin up / spin down) comes out at -6.1 / -6.1 eV. The gap between HOMO and LUMO (spin up / spin down) comes out at 8.1499 / 8.1488 eV. The calculation puts the energy above the lowest of the compared OMol25 structures with the same formula, charge and spin at 129.0 kcal per mole. As for the HOMO energy (spin up / spin down): -14.2 / -14.2 eV.

2.
This record from the Open Molecules 2025 dataset describes a structure of composition C37H30CrN5O5S2. The level of theory is ωB97M-V/def2-TZVPD.

ORCA input file:
```
! wB97M-V def2-TZVPD RIJCOSX def2/J DEFGRID3
* xyz -1 5
Cr -0.17 0.20 0.23
C 0.98 -0.65 4.31
C 0.95 -0.68 2.94
N 0.24 0.23 2.20
C -0.44 1.25 2.88
C -0.44 1.34 4.29
C 0.27 0.34 5.02
C -1.13 2.42 4.88
C -1.74 3.37 4.08
C -1.71 3.28 2.69
C -1.07 2.21 2.07
N -0.88 2.02 0.70
C -1.66 2.68 -0.24
C -3.02 2.91 -0.07
C -3.80 3.51 -1.07
C -3.26 3.87 -2.28
C -1.89 3.63 -2.51
C -1.27 3.94 -3.74
C 0.06 3.70 -3.91
C 0.79 3.17 -2.82
N 0.26 2.87 -1.67
C -1.08 3.06 -1.50
H 1.56 -1.40 4.83
H 1.50 -1.42 2.38
H 0.28 0.37 6.11
H -1.15 2.50 5.96
H -2.25 4.21 4.55
H -2.16 4.06 2.09
H -3.48 2.59 0.85
H -4.86 3.66 -0.89
H -3.87 4.31 -3.06
H -1.87 4.36 -4.54
H 0.56 3.92 -4.85
H 1.86 2.97 -2.92
C 1.88 -6.10 1.94
O 0.48 -6.06 2.14
C -0.17 -4.93 1.76
C -1.55 -4.92 2.05
C -2.28 -3.82 1.70
C -1.70 -2.69 1.08
C -2.52 -1.55 0.75
C -4.02 -1.66 0.70
O -2.06 -0.42 0.50
C -0.30 -2.70 0.80
O 0.33 -1.74 0.22
C 0.44 -3.87 1.15
H 2.22 -7.05 2.34
H 2.38 -5.28 2.47
H 2.13 -6.04 0.88
H -2.00 -5.76 2.55
H -3.34 -3.80 1.94
H -4.36 -2.67 0.50
H -4.37 -0.98 -0.08
H -4.43 -1.32 1.65
H 1.49 -3.85 0.91
O 3.23 -1.12 -3.60
C 2.04 -1.35 -4.17
C 2.03 -2.01 -5.40
C 0.84 -2.26 -6.05
C -0.38 -1.87 -5.48
C -0.37 -1.22 -4.26
C 0.82 -0.95 -3.59
C 0.74 -0.28 -2.27
O -0.40 -0.04 -1.75
N 1.89 0.03 -1.70
N 1.69 0.59 -0.44
C 2.71 1.11 0.12
S 2.59 1.96 1.64
C 4.27 2.64 1.53
C 5.14 1.61 0.85
S 4.29 1.10 -0.67
H 3.05 -0.65 -2.73
H 2.98 -2.32 -5.82
H 0.85 -2.78 -7.00
H -1.31 -2.07 -5.99
H -1.29 -0.90 -3.79
H 4.60 2.83 2.56
H 4.26 3.58 0.98
H 5.26 0.74 1.49
H 6.12 2.00 0.57
*
```

As for the largest force on an atom: 1.0 eV Å⁻¹. The LUMO energy (spin up / spin down) comes out at 2.3 / 2.3 eV. The gap between HOMO and LUMO (spin up / spin down) comes out at 4.0881 / 5.9590 eV. As for the HOMO energy (spin up / spin down): -1.8 / -3.7 eV.

3.
This record from the Open Molecules 2025 dataset describes a structure of composition C29H21CoN3OPS at a distorted geometry. The level of theory is ωB97M-V/def2-TZVPD.

ORCA input file:
```
! wB97M-V def2-TZVPD RIJCOSX def2/J DEFGRID3
* xyz 2 5
Co 0.01 0.35 -0.26
N 3.64 -0.51 1.20
C 4.16 -0.33 -0.05
C 5.46 -0.35 -0.54
C 5.63 -0.12 -1.89
C 4.54 0.11 -2.74
C 3.25 0.14 -2.26
C 3.06 -0.06 -0.90
N 1.91 -0.06 -0.15
C 2.29 -0.36 1.12
C 1.31 -0.40 2.12
C 1.55 -0.45 3.59
S -0.10 -0.71 4.40
C -0.84 0.09 2.67
N 0.03 -0.32 1.71
H 4.17 -0.75 2.03
H 6.31 -0.55 0.10
H 6.63 -0.13 -2.31
H 4.73 0.25 -3.79
H 2.40 0.30 -2.92
H 2.28 -1.20 3.88
H -1.88 -0.18 2.51
O -1.55 -0.57 -1.11
C -1.79 0.46 -0.55
C -2.75 1.43 -0.21
C -4.11 1.35 -0.54
C -4.91 2.45 -0.28
C -4.38 3.59 0.31
C -3.05 3.66 0.69
C -2.22 2.58 0.43
P -0.39 2.48 0.57
C 0.24 4.12 0.09
C 0.87 4.27 -1.14
C 1.34 5.51 -1.51
C 1.17 6.60 -0.67
C 0.54 6.45 0.56
C 0.08 5.20 0.95
C 0.16 2.37 2.29
C -0.59 1.51 3.26
C 0.20 1.12 4.52
C 1.70 0.95 4.27
C 2.28 2.02 3.43
C 1.53 2.62 2.46
H -4.51 0.46 -1.00
H -5.95 2.42 -0.57
H -5.03 4.44 0.47
H -2.66 4.56 1.13
H 0.99 3.41 -1.79
H 1.85 5.63 -2.46
H 1.53 7.57 -0.97
H 0.42 7.29 1.22
H -0.38 5.07 1.92
H -1.54 1.97 3.53
H -0.09 1.63 5.44
H 2.24 0.84 5.21
H 3.33 2.25 3.54
H 2.01 3.31 1.78
*
```

As for the largest force on an atom: 1.4 eV Å⁻¹. The LUMO energy (spin up / spin down) comes out at -6.8 / -7.4 eV. The gap between HOMO and LUMO (spin up / spin down) comes out at 5.4405 / 6.4603 eV. As for the HOMO energy (spin up / spin down): -12.2 / -13.8 eV.

4.
This record from the Open Molecules 2025 dataset describes a structure of composition C17H11Co2N2O6 at a distorted geometry. The level of theory is ωB97M-V/def2-TZVPD.

ORCA input file:
```
! wB97M-V def2-TZVPD RIJCOSX def2/J DEFGRID3
* xyz -1 1
N 3.16 2.71 -1.75
C 1.86 3.07 -1.75
C 0.86 2.06 -1.71
C -0.47 2.44 -1.65
C -0.81 3.83 -1.69
N -2.19 3.93 -1.64
C -2.74 2.66 -1.56
C -1.71 1.74 -1.53
C 0.16 4.83 -1.76
C 1.50 4.44 -1.79
H 3.90 3.40 -1.80
H 3.47 1.75 -1.76
H 1.13 1.00 -1.72
H -2.71 4.79 -1.69
H -3.81 2.51 -1.52
H -1.79 0.67 -1.43
H -0.14 5.88 -1.79
H 2.29 5.19 -1.82
O 3.63 -3.71 0.39
C 2.56 -3.81 0.78
Co 0.93 -4.06 1.43
C 0.10 -4.35 -0.11
O -0.38 -4.62 -1.12
C 1.21 -5.64 2.17
O 1.45 -6.69 2.60
C 0.73 -2.22 2.16
C 0.05 -1.21 1.48
C 0.12 -0.07 0.78
Co -1.02 -2.49 2.13
C -2.07 -2.45 0.68
O -2.87 -2.50 -0.15
C -2.17 -1.56 3.22
O -2.81 -0.96 3.96
C -1.35 -4.24 2.68
O -1.81 -5.14 3.26
H 1.46 -2.06 2.96
H -0.78 0.54 0.63
H 1.09 0.32 0.46
*
```

As for the largest force on an atom: 6.0 eV Å⁻¹. The LUMO energy comes out at 2.7 eV. The gap between HOMO and LUMO comes out at 6.7889 eV. The calculation puts the energy above the lowest of the compared OMol25 structures with the same formula, charge and spin at 0.0 kcal per mole. As for the HOMO energy: -4.1 eV.

5.
This record from the Open Molecules 2025 dataset describes a cluster of 2 separate species, C4H8FNO in total at a distorted geometry. The level of theory is ωB97M-V/def2-TZVPD.

ORCA input file:
```
! wB97M-V def2-TZVPD RIJCOSX def2/J DEFGRID3
* xyz 0 1
C 1.00 -0.18 -2.03
C 0.33 -0.71 -0.97
O -0.31 -1.78 -0.41
C -0.29 -0.51 0.32
C 0.46 -0.75 1.77
N -1.49 0.33 0.39
H 1.05 -0.79 -2.93
H 1.23 0.89 -2.12
H 0.57 -1.76 1.98
H 1.52 -0.43 1.80
H -0.06 -0.05 2.40
H -2.25 -0.18 0.82
H -1.72 0.56 -0.55
F -0.09 3.20 -0.33
H 0.06 2.15 -0.15
*
```

As for the SMILES: C=C1O[C@]1(C)N.F. As for the largest force on an atom: 5.2 eV Å⁻¹. The LUMO energy comes out at 0.7 eV. The gap between HOMO and LUMO comes out at 10.2936 eV. The calculation puts the energy above the lowest of the compared OMol25 structures with the same formula, charge and spin at 62.5 kcal per mole. As for the HOMO energy: -9.6 eV.

6.
This record from the Open Molecules 2025 dataset describes a cluster of 9 separate species, C21H64N4O9 in total at a distorted geometry. The level of theory is ωB97M-V/def2-TZVPD.

ORCA input file:
```
! wB97M-V def2-TZVPD RIJCOSX def2/J DEFGRID3
* xyz 0 1
C 4.14 4.65 -1.31
O 3.50 4.43 -2.54
C 2.14 4.92 -2.74
C 1.02 4.18 -2.03
C 0.89 2.66 -2.17
N -0.30 4.85 -2.25
H 5.13 4.20 -1.30
H 3.50 4.24 -0.52
H 4.21 5.73 -1.17
H 2.22 5.98 -2.46
H 1.97 5.02 -3.82
H 1.31 4.33 -0.99
H 0.67 2.35 -3.20
H 0.16 2.15 -1.54
H 1.85 2.18 -1.98
H -0.23 5.83 -2.02
H -0.92 4.48 -1.54
C -3.12 2.64 -1.53
O -2.28 3.43 -0.66
C -2.12 2.90 0.63
C -1.12 3.85 1.42
C -0.84 3.38 2.86
N -1.67 5.25 1.41
H -3.23 3.15 -2.49
H -4.08 2.32 -1.14
H -2.58 1.74 -1.83
H -3.07 2.80 1.16
H -1.69 1.90 0.67
H -0.18 3.80 0.87
H -0.40 2.38 2.80
H -1.74 3.44 3.48
H -0.12 4.08 3.28
H -2.26 5.19 0.59
H -2.39 5.32 2.11
C -0.69 -1.62 -3.16
O -1.97 -1.06 -3.22
C -3.04 -1.97 -3.05
C -3.16 -3.16 -4.01
C -3.09 -2.80 -5.49
N -4.31 -3.93 -3.63
H -0.63 -2.37 -3.95
H -0.56 -2.17 -2.23
H 0.15 -0.93 -3.27
H -3.13 -2.36 -2.04
H -3.91 -1.32 -3.16
H -2.26 -3.76 -3.90
H -3.20 -3.63 -6.19
H -2.14 -2.33 -5.76
H -3.82 -2.05 -5.79
H -5.16 -3.39 -3.70
H -4.36 -4.67 -4.30
C 4.18 -2.99 2.99
O 2.93 -3.34 3.59
C 2.16 -2.24 4.03
C 0.61 -2.61 4.27
C 0.34 -3.85 5.21
N -0.13 -2.92 3.00
H 4.09 -2.26 2.19
H 4.73 -3.84 2.59
H 4.90 -2.56 3.68
H 2.58 -1.79 4.92
H 2.18 -1.42 3.31
H 0.14 -1.74 4.73
H -0.69 -4.15 5.38
H 0.68 -3.67 6.23
H 0.86 -4.77 4.95
H -0.96 -3.40 3.34
H 0.26 -3.76 2.61
C -2.55 0.17 3.42
O -3.66 1.01 3.02
H -2.93 -0.80 3.75
H -1.98 -0.05 2.51
H -1.82 0.60 4.10
H -3.96 0.66 2.18
C 0.10 -0.45 0.26
O 0.60 -0.55 1.56
H 0.61 -1.14 -0.43
H -0.97 -0.67 0.20
H 0.32 0.54 -0.13
H 0.42 -1.43 1.90
C 3.42 1.41 0.62
O 3.23 0.12 1.21
H 2.67 1.61 -0.15
H 3.15 2.14 1.39
H 4.38 1.61 0.15
H 2.34 -0.01 1.54
C -1.18 -4.31 -0.19
O -0.72 -5.30 0.66
H -0.34 -4.06 -0.84
H -2.09 -4.53 -0.74
H -1.39 -3.40 0.38
H 0.22 -5.13 0.73
C 3.31 -2.27 -1.54
O 3.42 -2.57 -0.18
H 3.79 -3.00 -2.20
H 2.28 -2.11 -1.85
H 3.75 -1.31 -1.80
H 3.62 -1.72 0.23
*
```

As for the SMILES: COC[C@H](C)N.COC[C@H](C)N.COC[C@H](C)N.COC[C@H](C)N.CO.CO.CO.CO.CO. As for the largest force on an atom: 2.1 eV Å⁻¹. The LUMO energy comes out at 0.4 eV. The gap between HOMO and LUMO comes out at 9.4339 eV. The calculation puts the energy above the lowest of the compared OMol25 structures with the same formula, charge and spin at 51.0 kcal per mole. As for the HOMO energy: -9.0 eV.

7.
This record from the Open Molecules 2025 dataset describes a cluster of 2 separate species, C8H8N4O4 in total at a distorted geometry. The level of theory is ωB97M-V/def2-TZVPD.

ORCA input file:
```
! wB97M-V def2-TZVPD RIJCOSX def2/J DEFGRID3
* xyz 0 1
O -2.72 -4.58 3.87
C -2.17 -3.72 3.10
C -2.97 -3.52 1.90
C -2.49 -2.69 0.93
N -1.56 -1.71 1.18
C -0.93 -1.66 2.49
O -0.28 -0.74 2.90
N -1.18 -2.76 3.32
H -3.70 -4.36 2.04
H -2.71 -2.81 -0.12
H -1.55 -0.80 0.76
H -0.87 -2.71 4.35
O -0.60 2.04 -1.85
C 0.59 2.17 -2.19
C 1.08 2.68 -3.40
C 2.30 3.28 -3.33
N 3.16 3.17 -2.30
C 2.88 2.48 -1.10
O 3.65 2.54 -0.18
N 1.57 1.95 -1.16
H 0.39 2.58 -4.27
H 2.80 3.73 -4.26
H 4.08 3.68 -2.46
H 1.24 1.76 -0.22
*
```

As for the SMILES: O=c1cc[nH]c(=O)[nH]1.O=c1cc[nH]c(=O)[nH]1. As for the largest force on an atom: 4.4 eV Å⁻¹. The LUMO energy comes out at 0.3 eV. The gap between HOMO and LUMO comes out at 9.5893 eV. The calculation puts the energy above the lowest of the compared OMol25 structures with the same formula, charge and spin at 66.2 kcal per mole. As for the HOMO energy: -9.3 eV.

8.
This record from the Open Molecules 2025 dataset describes an isolated molecule of C4H8N2OS at a distorted geometry. The level of theory is ωB97M-V/def2-TZVPD.

ORCA input file:
```
! wB97M-V def2-TZVPD RIJCOSX def2/J DEFGRID3
* xyz 0 1
H -1.74 -1.51 -1.21
N -1.18 -0.87 -0.60
C -0.07 -0.68 -1.31
N 0.04 -1.21 -2.69
S 1.23 0.40 -0.83
C 0.88 0.76 0.85
C 0.57 -0.29 1.91
C -0.51 1.68 0.92
O -1.31 1.81 1.82
H -0.85 -1.40 -3.12
H 0.71 -0.67 -3.40
H 1.69 1.41 1.16
H 0.17 0.31 2.70
H -0.27 -1.00 1.57
H 1.43 -0.91 2.20
H -0.79 2.17 0.04
*
```

As for the SMILES: [H]/N=C(\N)S[C@H](C)C=O. As for the largest force on an atom: 3.9 eV Å⁻¹. The LUMO energy comes out at 0.5 eV. The gap between HOMO and LUMO comes out at 9.5997 eV. The calculation puts the energy above the lowest of the compared OMol25 structures with the same formula, charge and spin at 39.7 kcal per mole. As for the HOMO energy: -9.1 eV.

9.
This record from the Open Molecules 2025 dataset describes a structure of composition C39H65B2FO27S5 at a distorted geometry. The level of theory is ωB97M-V/def2-TZVPD.

ORCA input file:
```
! wB97M-V def2-TZVPD RIJCOSX def2/J DEFGRID3
* xyz 0 1
C -3.77 7.21 -1.50
C -3.58 6.36 -2.91
C -3.90 4.78 -2.56
C -3.12 3.76 -3.58
C -1.53 3.60 -3.26
C -1.18 2.33 -2.28
C 0.26 1.98 -2.14
C 1.33 2.86 -2.98
C 2.89 2.45 -2.78
C 3.41 1.25 -3.77
C 3.43 -0.22 -3.09
C 4.36 -0.36 -1.76
C 3.91 -1.76 -0.99
C 5.00 -2.24 0.14
C 4.10 -2.83 1.40
C 4.98 -3.69 2.47
C 4.19 -5.09 2.87
C 4.08 -6.13 1.61
O 2.93 -7.05 1.71
C 1.73 -6.45 1.11
C 0.64 0.69 -1.18
O 1.66 0.65 -0.38
C -0.44 -0.55 -1.28
C -0.04 -2.10 -1.26
C -1.15 -3.30 -1.41
F -0.66 -4.70 -1.42
C -2.70 -2.89 -1.54
B -3.79 -4.13 -1.69
O -4.40 -4.40 -2.98
O -4.09 -4.91 -0.49
C -3.14 -1.31 -1.57
B -4.73 -0.98 -1.73
O -5.35 -0.31 -2.88
O -5.61 -1.38 -0.60
C -5.26 -0.66 0.62
C -4.25 -1.47 1.62
C -2.03 -0.17 -1.44
C -2.34 1.46 -1.49
O -3.38 2.01 -0.94
H -2.97 6.86 -0.72
H -3.70 8.36 -1.65
H -4.81 6.93 -1.03
H -2.48 6.53 -3.26
H -4.34 6.83 -3.66
H -3.53 4.65 -1.44
H -5.06 4.60 -2.62
H -3.23 4.22 -4.64
H -3.64 2.72 -3.57
H -0.99 3.51 -4.31
H -1.17 4.60 -2.76
H 1.17 4.00 -2.73
H 1.05 2.77 -4.13
H 3.20 2.28 -1.65
H 3.52 3.40 -3.10
H 4.53 1.52 -4.02
H 2.85 1.30 -4.80
H 3.89 -0.96 -3.89
H 2.32 -0.62 -2.94
H 4.27 0.51 -1.00
H 5.49 -0.54 -2.06
H 2.89 -1.65 -0.43
H 3.75 -2.63 -1.77
H 5.70 -1.40 0.50
H 5.55 -3.17 -0.31
H 3.24 -3.54 1.03
H 3.56 -1.96 1.97
H 6.06 -3.89 2.11
H 4.99 -3.06 3.47
H 4.75 -5.68 3.72
H 3.12 -4.88 3.27
H 3.96 -5.56 0.61
H 5.07 -6.75 1.60
H 1.30 -5.62 1.83
H 0.88 -7.26 1.02
H 1.89 -6.03 0.04
H 1.06 -2.46 -1.18
H -5.18 -5.00 -2.84
H -3.25 -4.85 0.07
H -6.23 -0.79 -2.99
H -6.26 -0.51 1.23
H -4.82 0.40 0.46
H -4.64 -2.52 1.91
H -4.12 -0.82 2.60
H -3.18 -1.60 1.19
C 5.21 -3.05 7.49
C 5.51 -1.58 7.75
O 6.62 -1.27 6.90
S 6.51 -2.18 5.55
O 5.90 -1.38 4.51
O 7.76 -2.87 5.37
O 5.41 -3.24 6.09
H 5.91 -3.70 8.03
H 4.18 -3.32 7.77
H 5.75 -1.38 8.79
H 4.66 -0.95 7.44
C 10.90 -0.43 8.92
C 10.25 0.58 9.86
O 8.92 0.73 9.38
S 8.43 -0.67 8.71
O 7.65 -1.39 9.70
O 7.95 -0.41 7.38
O 9.89 -1.38 8.62
H 11.21 0.05 7.99
H 11.77 -0.92 9.38
H 10.77 1.54 9.88
H 10.19 0.18 10.88
C -6.35 -4.46 -5.83
C -7.02 -3.46 -4.89
O -8.34 -3.30 -5.40
S -8.82 -4.70 -6.07
O -9.62 -5.42 -5.11
O -9.28 -4.43 -7.41
O -7.36 -5.42 -6.15
H -6.03 -3.98 -6.76
H -5.49 -4.96 -5.37
H -6.49 -2.51 -4.87
H -7.09 -3.87 -3.88
C 0.70 8.05 -2.98
C 1.82 8.56 -3.88
O 2.00 7.53 -4.86
S 0.58 6.80 -5.14
O 0.00 7.38 -6.32
O 0.75 5.38 -4.96
O -0.22 7.39 -3.84
H 1.08 7.32 -2.26
H 0.20 8.86 -2.44
H 2.74 8.75 -3.34
H 1.51 9.47 -4.41
C -9.40 1.95 0.50
C -7.94 2.38 0.54
O -7.75 2.90 1.86
S -8.71 2.09 2.89
O -7.92 1.06 3.52
O -9.48 3.05 3.64
O -9.67 1.39 1.78
H -10.07 2.81 0.35
H -9.59 1.21 -0.28
H -7.71 3.14 -0.21
H -7.27 1.52 0.41
*
```

As for the largest force on an atom: 13.0 eV Å⁻¹. The LUMO energy comes out at -1.6 eV. The gap between HOMO and LUMO comes out at 7.4896 eV. As for the HOMO energy: -9.1 eV.